Formula: N4S
Source: OMol25
Level of theory: wB97M-V/def2-TZVPD

```
5
N4S | OMol25 | wB97M-V/def2-TZVPD
N 1.10 -0.17 -1.02
N 0.55 -0.86 -0.30
N -0.36 1.49 -0.08
N -0.27 -1.04 0.55
S -1.02 0.58 0.84
```

Output
Energy relative to the best compared isomer or geometry (same formula, charge and spin)   91.8 kcal/mol
Energy   -16791.545 eV
Net charge   0
Frontier orbital gap   9.3 eV
HOMO energy   -10.54 eV